DFT (the ωB97M-V functional and the def2-TZVPD basis) results for a structure of composition C17H48CoNO18P4 in a non-equilibrium geometry.

Element x y z (Å)
Co  7.8138  -0.4783  -19.9059
C  7.7938  0.5354  -16.1746
C  8.7973  1.1193  -17.1701
O  8.5578  0.6935  -18.4803
H  6.8032  0.4331  -16.6157
H  7.7075  1.1696  -15.2865
H  8.1214  -0.4520  -15.8404
H  9.8029  0.8220  -16.8601
H  8.6027  2.1984  -17.1883
C  3.6549  -0.4859  -18.8699
C  4.7775  0.5268  -18.9439
O  5.8066  0.2902  -19.5690
N  4.5926  1.7033  -18.3321
C  5.5353  2.8263  -18.2830
H  3.2217  -0.4828  -17.8704
H  3.9918  -1.4809  -19.1511
H  2.9138  -0.2247  -19.6281
H  3.8419  1.8466  -17.6763
H  6.2512  2.7715  -19.0943
H  6.0259  2.7958  -17.3071
H  5.0032  3.7765  -18.2484
C  10.1214  0.4964  -24.3898
O  10.6276  1.0795  -23.2039
P  9.6624  1.5551  -22.0276
O  8.7670  0.5412  -21.4195
O  10.6585  2.3144  -21.0570
C  10.1599  2.9438  -19.8743
O  8.8382  2.7872  -22.6720
C  7.5017  2.5110  -23.1230
H  9.0449  0.2866  -24.3726
H  10.5268  -0.5070  -24.5256
H  10.2932  1.1498  -25.2413
H  10.5246  3.9718  -19.9492
H  10.6419  2.5037  -19.0020
H  9.0846  2.9151  -19.7118
H  7.0398  3.4928  -23.2390
H  6.8823  2.0771  -22.3352
H  7.4903  1.9323  -24.0419
C  11.5831  -1.6255  -17.9512
O  10.9078  -2.7766  -18.4613
P  10.4085  -2.8538  -19.9592
O  9.4894  -1.7615  -20.3084
O  11.6486  -2.9947  -20.9331
C  12.3667  -1.8874  -21.4355
O  9.8958  -4.3976  -19.8767
C  9.3901  -5.0710  -21.0082
H  12.5004  -1.8929  -17.4287
H  10.9078  -1.1888  -17.2132
H  11.7943  -0.8895  -18.7271
H  13.4351  -1.9768  -21.2392
H  12.0857  -0.8849  -21.1024
H  12.2758  -1.8158  -22.5228
H  9.9840  -4.8845  -21.9028
H  8.3286  -4.8761  -21.2041
H  9.3801  -6.1310  -20.7490
C  8.2035  -5.1795  -16.3438
O  8.1242  -4.3392  -17.4886
P  6.9805  -3.2663  -17.6776
O  7.2599  -2.1346  -18.5986
O  5.6775  -4.1241  -17.9758
C  5.5132  -4.8846  -19.1888
O  6.7208  -2.8114  -16.1835
C  5.5907  -2.0131  -15.8530
H  7.2542  -5.3344  -15.8270
H  8.9325  -4.7505  -15.6592
H  8.4967  -6.1798  -16.6633
H  4.4718  -4.8146  -19.4975
H  5.6136  -5.9203  -18.8461
H  6.2509  -4.6190  -19.9389
H  5.2442  -1.3432  -16.6383
H  5.7522  -1.4730  -14.9253
H  4.7618  -2.7031  -15.6599
C  8.1860  -2.9712  -24.1964
O  7.0612  -2.1120  -23.8894
P  6.2658  -2.2327  -22.5389
O  6.9582  -1.6566  -21.3853
O  4.8592  -1.5295  -22.8914
C  4.6127  -0.1560  -22.6723
O  5.8232  -3.7706  -22.3946
C  5.4740  -4.5403  -23.5453
H  9.1227  -2.4730  -23.9567
H  8.0420  -3.2402  -25.2365
H  8.1674  -3.8585  -23.5663
H  3.7888  0.0290  -21.9879
H  4.2723  0.3088  -23.6079
H  5.5249  0.4161  -22.4986
H  5.3639  -3.9277  -24.4456
H  4.4985  -4.9843  -23.3683
H  6.2422  -5.2591  -23.8300

Properties
**Multiplicity**: 4
**Energy**: -131539.9850 eV
**Max |F|**: 0.0433 hartree/bohr
**LUMO (spin up / spin down)**: -1.63 / -1.63 eV
**Total charge**: +1
**Orbital gap (spin up / spin down)**: 8.13 / 7.99 eV